The following is a quantum chemistry calculation of C42H109AlBN7O14 as an isolated structure, from OMol25.

## Properties
orbital gap	1.7242	eV
energy relative to the best compared isomer or geometry (same formula, charge and spin)	0.0	kJ/mol
charge	+2

The geometry in XYZ format:
```
174
Properties=species:S:1:pos:R:3:lowdin_charge:R:1
Al 4.603 -25.439 -3.835 1.377
B 3.932 -23.417 -1.764 -0.406
H 4.312 -23.428 -0.678 0.015
H 4.840 -23.407 -2.498 -0.027
H 3.281 -24.350 -2.000 -0.014
H 3.283 -22.487 -1.958 0.017
C 5.812 -24.175 2.136 -0.140
O 6.546 -23.861 3.264 -0.162
C 5.775 -23.375 4.348 -0.220
C 6.656 -23.239 5.578 -0.207
N 6.872 -24.559 6.184 -0.040
C 7.876 -24.448 7.247 -0.197
C 9.359 -24.513 6.857 -0.214
O 9.503 -25.609 5.958 -0.204
C 10.827 -25.809 5.511 -0.114
H 6.433 -24.405 1.262 0.071
H 5.142 -23.392 1.763 0.065
H 5.267 -25.121 2.263 0.092
H 4.899 -24.011 4.516 0.133
H 5.396 -22.382 4.091 0.087
H 6.108 -22.581 6.256 0.122
H 7.560 -22.710 5.257 0.124
H 7.119 -25.186 5.429 0.100
H 7.745 -25.245 7.982 0.114
H 7.652 -23.566 7.849 0.118
H 9.966 -24.669 7.754 0.123
H 9.761 -23.615 6.375 0.113
H 11.452 -26.129 6.352 0.088
H 11.300 -24.903 5.121 0.085
H 10.837 -26.624 4.792 0.085
C -2.723 -24.873 3.824 -0.102
O -1.384 -24.656 3.390 -0.178
C -1.339 -23.560 2.496 -0.234
C 0.115 -23.390 2.070 -0.187
N 0.250 -22.189 1.237 -0.064
C 1.602 -22.063 0.666 -0.187
C 2.732 -21.873 1.663 -0.230
O 2.545 -20.739 2.468 -0.166
C 3.543 -20.515 3.415 -0.110
H -2.747 -25.634 4.603 0.088
H -3.391 -25.175 3.017 0.090
H -3.095 -23.999 4.367 0.090
H -1.775 -22.639 2.890 0.125
H -1.839 -23.797 1.550 0.124
H 0.406 -24.230 1.435 0.121
H 0.796 -23.328 2.924 0.120
H 0.237 -21.432 1.922 0.121
H 1.669 -21.230 -0.040 0.115
H 1.790 -22.955 0.061 0.104
H 3.664 -21.748 1.094 0.095
H 2.808 -22.725 2.351 0.117
H 3.297 -19.754 4.160 0.098
H 4.445 -20.074 2.976 0.087
H 3.708 -21.382 4.058 0.075
C 10.047 -21.001 -0.721 -0.077
O 8.629 -21.085 -0.889 -0.228
C 7.857 -20.435 0.098 -0.187
C 6.533 -21.210 0.214 -0.182
N 5.679 -21.101 -0.942 0.010
C 4.979 -19.821 -0.947 -0.169
C 4.118 -19.615 -2.168 -0.226
O 3.458 -18.376 -2.094 -0.150
C 2.800 -17.977 -3.249 -0.118
H 10.349 -19.973 -0.498 0.093
H 10.487 -21.162 -1.703 0.086
H 10.370 -21.659 0.083 0.094
H 7.754 -19.389 -0.202 0.126
H 8.314 -20.487 1.090 0.132
H 6.002 -20.974 1.143 0.116
H 6.867 -22.248 0.238 0.096
H 5.013 -21.864 -1.098 0.016
H 5.641 -18.954 -0.866 0.132
H 4.365 -19.693 -0.042 0.131
H 3.370 -20.417 -2.197 0.099
H 4.773 -19.711 -3.041 0.126
H 2.401 -16.976 -3.091 0.098
H 1.931 -18.597 -3.515 0.070
H 3.360 -17.963 -4.192 0.091
C 6.715 -23.737 -7.017 -0.071
O 6.534 -23.633 -5.600 -0.262
C 7.311 -22.559 -5.091 -0.196
C 7.372 -22.681 -3.574 -0.179
N 7.380 -24.063 -3.151 -0.004
C 7.455 -24.172 -1.716 -0.178
C 7.667 -25.669 -1.333 -0.186
O 6.518 -26.481 -1.527 -0.243
C 6.746 -27.776 -0.978 -0.072
H 6.153 -22.930 -7.492 0.101
H 6.324 -24.676 -7.408 0.075
H 7.782 -23.718 -7.237 0.100
H 6.773 -21.647 -5.360 0.132
H 8.327 -22.523 -5.493 0.130
H 6.534 -22.090 -3.207 0.099
H 8.257 -22.096 -3.297 0.135
H 8.243 -24.484 -3.488 0.144
H 6.606 -23.724 -1.208 0.085
H 8.392 -23.727 -1.356 0.137
H 7.976 -25.664 -0.284 0.128
H 8.500 -26.108 -1.891 0.131
H 7.578 -28.283 -1.470 0.106
H 5.871 -28.371 -1.237 0.062
H 6.797 -27.758 0.111 0.108
C -0.171 -20.723 -6.032 -0.115
O 0.416 -20.708 -4.739 -0.217
C -0.581 -21.046 -3.773 -0.215
C 0.034 -20.978 -2.393 -0.230
N -0.959 -21.400 -1.417 -0.044
C -1.911 -20.338 -1.054 -0.190
C -2.854 -20.962 -0.014 -0.217
O -3.913 -20.100 0.415 -0.174
C -3.432 -18.950 1.098 -0.109
H 0.525 -20.401 -6.809 0.086
H -0.943 -19.954 -6.139 0.093
H -0.617 -21.686 -6.287 0.087
H -0.899 -22.074 -3.965 0.109
H -1.440 -20.371 -3.772 0.125
H 0.471 -19.981 -2.242 0.117
H 0.899 -21.643 -2.308 0.083
H -0.465 -21.707 -0.579 0.053
H -2.550 -19.963 -1.853 0.124
H -1.391 -19.515 -0.554 0.109
H -2.196 -21.254 0.810 0.088
H -3.285 -21.878 -0.411 0.125
H -3.048 -19.242 2.082 0.087
H -4.315 -18.351 1.319 0.092
H -2.681 -18.344 0.591 0.077
C 0.999 -24.115 -3.358 -0.107
O 1.641 -25.297 -3.740 -0.245
C 1.164 -26.446 -3.054 -0.178
C 1.570 -27.780 -3.699 -0.145
N 2.995 -28.015 -3.823 -0.030
C 3.505 -28.815 -2.691 -0.161
C 3.246 -28.297 -1.269 -0.181
O 3.806 -26.983 -1.292 -0.291
C 3.865 -26.404 0.005 -0.081
H -0.077 -24.153 -3.580 0.105
H 1.277 -23.283 -4.006 0.084
H 1.084 -23.870 -2.299 0.086
H 0.072 -26.400 -3.016 0.142
H 1.495 -26.370 -2.014 0.113
H 1.107 -27.820 -4.686 0.118
H 1.139 -28.517 -3.016 0.136
H 3.238 -28.582 -4.625 0.099
H 4.578 -28.869 -2.878 0.116
H 3.072 -29.820 -2.735 0.141
H 3.696 -28.957 -0.526 0.138
H 2.193 -28.148 -1.020 0.124
H 2.863 -26.217 0.395 0.110
H 4.469 -25.500 0.019 0.054
H 4.465 -27.080 0.623 0.095
C 0.565 -28.746 -7.824 -0.093
O 1.391 -27.905 -7.048 -0.200
C 2.596 -27.636 -7.742 -0.212
C 3.558 -26.976 -6.774 -0.200
N 3.040 -25.693 -6.284 -0.001
C 3.284 -24.631 -7.264 -0.161
C 2.970 -23.205 -6.813 -0.172
O 3.593 -23.154 -5.542 -0.255
C 3.621 -21.832 -5.017 -0.072
H 1.033 -29.694 -8.089 0.099
H 0.200 -28.295 -8.759 0.098
H -0.427 -28.861 -7.383 0.098
H 2.347 -27.016 -8.613 0.129
H 3.057 -28.512 -8.211 0.138
H 4.548 -26.832 -7.212 0.131
H 3.712 -27.727 -5.995 0.079
H 2.035 -25.874 -6.292 0.122
H 2.856 -24.838 -8.250 0.138
H 4.357 -24.615 -7.465 0.086
H 1.913 -22.928 -6.815 0.127
H 3.435 -22.482 -7.489 0.133
H 4.257 -21.742 -4.136 0.059
H 2.628 -21.537 -4.665 0.080
H 3.984 -21.140 -5.782 0.106
```